Entry 1:
DFT (the ωB97M-V functional and the def2-TZVPD basis) results for a structure of composition C33H59NP2SiV at a distorted geometry.

Geometry as XYZ:
```
97
Properties=species:S:1:pos:R:3
V -0.566 0.311 -0.360
C -2.131 1.846 -0.287
C -2.529 0.923 -1.347
C -2.358 -0.275 0.664
C -2.107 1.112 0.951
C -2.658 -0.411 -0.754
C -2.208 3.370 -0.423
H -1.882 3.758 -1.414
H -1.606 3.924 0.326
H -3.254 3.746 -0.291
C -2.132 1.719 2.313
H -1.933 2.806 2.347
H -1.404 1.258 2.998
H -3.112 1.583 2.815
C -2.630 -1.349 1.683
H -3.707 -1.454 1.944
H -2.131 -1.149 2.645
H -2.292 -2.367 1.390
C -3.543 -1.547 -1.234
H -4.608 -1.310 -0.998
H -3.359 -2.510 -0.710
H -3.552 -1.799 -2.319
C -3.341 1.442 -2.468
H -4.294 1.861 -2.060
H -3.672 0.691 -3.204
H -2.890 2.295 -3.020
C 1.070 0.699 -3.831
C 0.047 1.574 -3.984
C -0.532 1.916 -5.316
C -1.406 0.765 -5.870
C -1.452 -0.448 -4.986
C -0.412 -1.302 -4.900
C 0.878 -1.079 -5.616
C 1.746 0.033 -4.984
H 0.272 2.152 -6.031
H -0.985 0.472 -6.848
H -1.124 2.853 -5.236
H 2.019 0.773 -5.751
H 1.468 0.346 -2.868
H -0.486 2.078 -3.159
H 2.712 -0.393 -4.640
H 1.434 -2.031 -5.708
H -0.559 -2.316 -4.485
H 0.675 -0.802 -6.664
H -2.419 1.116 -6.140
H -2.444 -0.777 -4.610
P 1.184 2.005 0.173
C 0.900 2.879 1.778
H 1.779 3.508 2.011
H 0.751 2.210 2.637
H 0.035 3.563 1.729
C 2.933 1.543 0.429
H 3.503 2.389 0.861
H 3.440 1.246 -0.502
H 3.052 0.694 1.139
C 1.465 3.554 -0.779
H 1.965 3.373 -1.741
H 2.128 4.235 -0.201
H 0.533 4.110 -0.977
P 0.453 -1.926 -0.631
C -0.683 -3.337 -1.035
H -0.082 -4.184 -1.417
H -1.481 -3.134 -1.753
H -1.206 -3.710 -0.124
C 2.127 -2.311 -1.320
H 2.115 -2.506 -2.404
H 2.548 -3.235 -0.869
H 2.864 -1.509 -1.118
C 0.884 -2.872 0.894
H 1.115 -3.924 0.653
H 0.080 -2.873 1.627
H 1.789 -2.475 1.380
C 3.833 -1.433 1.935
Si 2.291 -0.631 2.865
C 2.402 -1.860 4.315
C 3.017 0.906 3.725
N 0.546 -0.407 2.213
C -0.050 -0.644 3.388
C -0.521 -1.935 3.940
C -0.951 -2.157 5.237
C -0.964 -1.139 6.182
C -0.498 0.109 5.786
C -0.068 0.341 4.484
H 4.708 -1.252 2.582
H 4.082 -1.045 0.946
H 3.770 -2.523 1.854
H 3.440 -1.918 4.655
H 1.802 -1.530 5.171
H 2.082 -2.856 3.996
H 3.148 1.775 3.076
H 2.419 1.216 4.592
H 4.006 0.636 4.117
H -0.546 -2.868 3.348
H -1.279 -3.158 5.544
H -1.306 -1.319 7.195
H -0.467 0.916 6.530
H 0.308 1.360 4.326
```

Properties
Total charge ... +1
Spin multiplicity ... 3
HOMO (spin up / spin down) ... -0.3525 / -0.3545 Ha
Expectation value of S² ... 2.077

Entry 2:
DFT (the ωB97M-V functional and the def2-TZVPD basis) results for a structure of composition C17H24N5O6P2Tc at a distorted geometry.

Geometry as XYZ:
```
55
Properties=species:S:1:pos:R:3
Tc 0.620 -0.399 0.433
C 1.980 -1.300 3.753
P 0.462 -1.227 2.786
C -0.681 -0.134 3.654
C -0.301 -2.884 2.695
C -1.442 -2.868 1.676
P -0.900 -2.252 0.052
C -2.313 -1.685 -0.895
C -0.050 -3.543 -0.866
H 1.727 -1.642 4.760
H 2.419 -0.304 3.828
H 2.708 -1.983 3.317
H -0.243 0.862 3.741
H -0.852 -0.528 4.659
H -1.633 -0.049 3.130
H -0.670 -3.163 3.685
H 0.468 -3.614 2.429
H -2.265 -2.229 2.007
H -1.860 -3.868 1.521
H -2.989 -2.536 -1.028
H -1.994 -1.337 -1.879
H -2.839 -0.892 -0.363
H -0.791 -4.312 -1.106
H 0.750 -3.995 -0.282
H 0.354 -3.143 -1.797
O -0.893 0.904 0.606
C -0.676 1.413 -0.585
O 0.281 0.800 -1.207
C -1.414 2.515 -1.109
C -1.105 3.009 -2.386
C -1.826 4.080 -2.851
C -2.838 4.682 -2.116
C -3.116 4.164 -0.861
C -2.430 3.099 -0.335
N -4.201 4.778 -0.046
O -4.778 5.709 -0.536
O -4.396 4.269 1.037
N -1.506 4.617 -4.200
O -2.150 5.552 -4.587
O -0.609 4.048 -4.796
H -0.328 2.578 -3.001
H -3.392 5.528 -2.507
H -2.686 2.744 0.654
N 5.181 -0.175 -2.332
C 4.457 -0.861 -1.455
C 3.150 -0.458 -1.069
N 2.468 -1.177 -0.172
C 3.019 -2.292 0.352
C 4.292 -2.667 -0.057
N 4.992 -1.975 -0.931
H 4.860 0.671 -2.770
H 6.101 -0.517 -2.570
H 2.674 0.417 -1.495
H 2.452 -2.861 1.073
H 4.753 -3.563 0.345
```

Properties
Total charge ... +3
Relative energy (zero: lowest compared OMol25 entry of this formula, charge and spin) ... 47.17 kJ/mol
Spin multiplicity ... 4
HOMO (spin up / spin down) ... -0.6504 / -0.6504 Ha
Expectation value of S² ... 3.819

Entry 3:
DFT (the ωB97M-V functional and the def2-TZVPD basis) results for a cluster of 2 separate species, C18H27N2 in total at a distorted geometry.

Geometry as XYZ:
```
47
Properties=species:S:1:pos:R:3
C -3.303 -2.028 0.327
C -1.778 -1.986 0.343
N -1.236 -0.576 0.327
C -1.793 0.128 1.547
C -3.318 0.138 1.569
C -3.871 -0.589 0.319
C -3.305 0.138 -0.923
C -1.779 0.138 -0.881
H -3.643 -2.579 -0.557
H -3.660 -2.569 1.210
H -1.389 -2.464 1.253
H -1.351 -2.521 -0.517
H -1.394 -0.388 2.432
H -1.386 1.149 1.541
H -3.672 -0.355 2.481
H -3.675 1.173 1.591
H -4.967 -0.596 0.312
H -3.644 -0.352 -1.842
H -3.665 1.173 -0.947
H -1.390 1.166 -0.840
H -1.353 -0.336 -1.776
C 2.335 3.596 2.765
N 2.477 2.829 1.533
C 3.192 3.475 0.440
C 1.895 1.640 1.395
C 1.874 0.894 0.202
C 1.323 -0.380 0.110
C 1.581 -1.234 -1.030
C 1.733 -2.639 -0.893
C 1.962 -3.442 -2.009
C 2.057 -2.869 -3.287
C 1.967 -1.478 -3.431
C 1.756 -0.667 -2.317
H 2.925 4.510 2.661
H 1.281 3.863 2.935
H 2.692 3.027 3.634
H 3.608 4.406 0.837
H 4.012 2.850 0.060
H 2.515 3.710 -0.393
H 1.402 1.232 2.288
H 2.350 1.327 -0.687
H 0.880 -0.828 0.999
H 1.692 -3.072 0.110
H 2.077 -4.520 -1.885
H 2.218 -3.499 -4.163
H 2.070 -1.016 -4.415
H 1.702 0.419 -2.426
```

Properties
Total charge ... +1
Relative energy (zero: lowest compared OMol25 entry of this formula, charge and spin) ... 237.92 kJ/mol
Spin multiplicity ... 1
HOMO ... -0.4194 Ha

Entry 4:
DFT (the ωB97M-V functional and the def2-TZVPD basis) results for a cluster of 13 separate species, C37H108N18O13 in total at a distorted geometry.

Geometry as XYZ:
```
176
Properties=species:S:1:pos:R:3
C -1.908 2.754 3.004
O -2.599 2.844 1.991
N -0.494 3.083 2.980
N -2.510 2.512 4.262
H 0.017 2.718 3.759
H -0.061 2.707 2.187
H -3.532 2.570 4.257
H -2.218 3.177 4.964
C 3.954 -1.513 0.143
O 3.662 -0.504 -0.534
N 2.977 -2.355 0.675
N 5.294 -1.905 0.259
H 2.038 -2.185 0.388
H 3.281 -3.322 0.795
H 6.030 -1.199 0.150
H 5.557 -2.780 0.726
C -6.163 2.280 3.112
O -5.460 2.307 4.118
N -5.746 2.235 1.807
N -7.528 2.235 3.303
H -6.408 2.214 1.030
H -4.740 2.427 1.717
H -8.039 2.309 2.455
H -7.849 2.444 4.222
C 1.481 4.492 0.453
O 1.036 3.391 0.368
N 2.750 4.718 0.909
N 0.738 5.568 0.055
H 3.262 3.940 1.341
H 3.030 5.640 1.156
H 1.105 6.515 0.244
H -0.264 5.394 0.054
C -0.218 -0.225 0.188
O 0.123 -1.363 0.521
N -1.356 0.465 0.604
N 0.659 0.409 -0.661
H -2.151 0.084 1.159
H -1.536 1.390 0.165
H 0.491 1.393 -0.921
H 1.635 0.205 -0.614
C 5.650 1.132 2.518
C 4.169 0.923 2.802
C 3.814 1.430 4.215
O 4.609 0.705 5.181
C 4.663 1.297 6.470
N 3.364 1.849 2.018
H 6.296 0.624 3.252
H 5.755 2.221 2.533
H 5.857 0.863 1.477
H 3.937 -0.125 2.617
H 2.727 1.357 4.443
H 4.046 2.515 4.219
H 4.975 2.374 6.470
H 5.355 0.698 7.104
H 3.589 1.314 6.891
H 3.584 1.788 1.068
H 2.378 1.529 1.945
C -2.688 -1.339 -2.172
C -3.895 -0.512 -2.492
C -5.256 -1.306 -2.506
O -5.295 -2.209 -3.647
C -5.175 -1.886 -4.943
N -4.046 0.490 -1.479
H -2.632 -2.262 -2.817
H -2.620 -1.730 -1.153
H -1.812 -0.749 -2.337
H -3.820 0.006 -3.431
H -6.115 -0.641 -2.577
H -5.236 -1.908 -1.584
H -4.245 -1.304 -5.197
H -6.001 -1.273 -5.297
H -5.283 -2.835 -5.498
H -4.673 0.226 -0.685
H -3.186 0.829 -1.118
C -3.423 -3.033 1.747
C -4.340 -1.804 1.704
C -5.787 -2.031 2.269
O -6.577 -0.972 1.886
C -7.982 -1.163 2.159
N -3.542 -0.739 2.334
H -3.051 -3.181 2.759
H -2.543 -2.846 1.145
H -3.809 -3.996 1.469
H -4.412 -1.524 0.648
H -5.780 -2.020 3.374
H -6.202 -2.986 1.910
H -8.540 -0.278 1.745
H -8.187 -1.106 3.218
H -8.291 -2.129 1.780
H -4.012 0.107 2.307
H -3.433 -1.071 3.270
C 0.337 0.324 6.281
C 0.833 -0.551 5.114
C 0.304 -1.954 4.955
O 0.671 -2.815 6.028
C 0.262 -4.173 5.774
N 0.671 0.167 3.885
H 0.802 0.025 7.204
H -0.752 0.440 6.492
H 0.747 1.328 6.109
H 1.889 -0.746 5.243
H 0.887 -2.461 4.146
H -0.785 -1.995 4.723
H 0.525 -4.785 6.614
H 0.942 -4.511 4.968
H -0.782 -4.250 5.514
H -0.320 0.432 3.891
H 0.737 -0.482 3.096
C 0.296 -2.613 -3.557
C 1.634 -2.287 -4.256
C 2.343 -1.129 -3.513
O 3.455 -0.609 -4.259
C 4.702 -0.930 -3.596
N 2.438 -3.526 -4.320
H -0.437 -1.825 -3.734
H 0.431 -2.763 -2.483
H -0.016 -3.537 -4.063
H 1.429 -1.954 -5.279
H 2.629 -1.343 -2.455
H 1.584 -0.340 -3.544
H 4.697 -0.395 -2.614
H 5.466 -0.480 -4.200
H 4.859 -2.007 -3.527
H 2.054 -4.217 -4.967
H 3.320 -3.260 -4.750
C 1.740 -7.281 -1.418
C 1.854 -5.947 -0.775
C 0.643 -5.701 0.106
O -0.614 -5.855 -0.452
C -0.801 -4.984 -1.501
N 3.083 -5.664 -0.038
H 0.761 -7.579 -1.828
H 2.022 -8.092 -0.716
H 2.502 -7.348 -2.249
H 1.887 -5.274 -1.657
H 0.803 -4.707 0.490
H 0.552 -6.396 0.926
H -1.810 -5.086 -1.838
H -0.031 -5.212 -2.253
H -0.808 -3.992 -1.144
H 3.404 -6.540 0.378
H 3.825 -5.503 -0.705
C -2.041 4.431 -3.551
C -2.050 3.043 -2.910
C -1.137 2.125 -3.792
O -1.678 1.799 -5.032
C -0.978 0.876 -5.764
N -1.710 3.004 -1.477
H -2.629 5.165 -2.955
H -2.522 4.350 -4.576
H -1.067 4.914 -3.727
H -3.096 2.658 -2.878
H -1.022 1.194 -3.227
H -0.128 2.585 -3.988
H -0.767 0.047 -5.034
H 0.078 1.210 -6.132
H -1.590 0.558 -6.622
H -0.758 3.269 -1.270
H -2.217 3.833 -1.138
C 2.346 3.123 -3.887
C 3.780 3.455 -3.349
C 4.030 4.968 -3.474
O 5.300 5.237 -3.121
C 5.593 6.543 -3.018
N 3.938 3.033 -1.957
H 2.274 2.078 -4.225
H 2.148 3.738 -4.812
H 1.623 3.336 -3.130
H 4.497 2.935 -4.011
H 3.276 5.564 -2.842
H 3.868 5.337 -4.522
H 6.593 6.575 -2.593
H 4.816 7.072 -2.487
H 5.687 7.014 -4.005
H 4.480 2.175 -1.914
H 2.979 2.744 -1.625
```

Properties
Relative energy (zero: lowest compared OMol25 entry of this formula, charge and spin) ... 277.73 kJ/mol
Spin multiplicity ... 1
HOMO ... -0.3167 Ha

Entry 5:
DFT (the ωB97M-V functional and the def2-TZVPD basis) results for a cluster of 2 separate species, C4H4O2 in total at a distorted geometry.

Geometry as XYZ:
```
10
Properties=species:S:1:pos:R:3
C 1.961 -0.280 -0.097
C 2.055 0.818 0.677
C -1.582 -0.631 -0.728
C -1.249 0.131 0.309
O 2.320 -1.407 -0.268
O 1.945 1.997 0.864
H -0.758 -1.114 -1.198
H -2.468 -0.421 -1.129
H -1.853 0.995 0.803
H -0.370 -0.087 0.766
```

Properties
Relative energy (zero: lowest compared OMol25 entry of this formula, charge and spin) ... 97.34 kJ/mol
Spin multiplicity ... 3
HOMO (spin up / spin down) ... -0.3367 / -0.3789 Ha
Expectation value of S² ... 2.017

Entry 6:
DFT (the ωB97M-V functional and the def2-TZVPD basis) results for the molecule C4H10N4O4S2 at a distorted geometry.

Geometry as XYZ:
```
24
Properties=species:S:1:pos:R:3
C -1.793 -3.133 2.062
S -1.645 -1.570 2.996
O -2.595 -0.643 2.472
O -1.535 -1.867 4.377
N -0.205 -0.832 2.546
N -0.322 0.329 1.799
C -0.459 0.217 0.535
C -0.310 -0.120 -0.652
N -0.071 -0.181 -1.956
N 1.263 0.261 -2.282
S 1.440 1.774 -3.061
C 2.205 2.895 -1.951
O 0.108 2.318 -3.108
O 2.186 1.527 -4.272
H -2.746 -3.466 2.473
H -1.878 -2.641 1.119
H -1.248 -4.033 2.074
H 0.489 -0.886 3.316
H -0.974 0.947 2.249
H -0.824 0.144 -2.502
H 1.786 -0.424 -2.808
H 1.515 3.617 -1.576
H 2.728 2.217 -1.303
H 2.885 3.549 -2.549
```

Properties
Relative energy (zero: lowest compared OMol25 entry of this formula, charge and spin) ... 0.00 kJ/mol
Spin multiplicity ... 1
HOMO ... -0.3140 Ha

Entry 7:
DFT (the ωB97M-V functional and the def2-TZVPD basis) results for a cluster of 3 separate species, C3H7O4 in total at a distorted geometry.

Geometry as XYZ:
```
14
Properties=species:S:1:pos:R:3
O -2.039 -0.379 -0.670
C -0.803 -0.315 -0.016
O -0.797 0.028 1.181
C 0.266 -0.692 -0.802
C 1.683 -0.265 -0.334
O 3.631 0.664 0.911
H 1.564 0.144 0.756
H 0.123 -0.959 -1.844
H 2.449 -1.124 -0.273
H 2.163 0.618 -0.880
H 4.347 1.134 1.367
H -2.836 -0.097 -0.203
H -5.292 0.771 0.563
O -4.458 0.471 0.244
```

Properties
Total charge ... -1
Relative energy (zero: lowest compared OMol25 entry of this formula, charge and spin) ... 750.04 kJ/mol
Spin multiplicity ... 1
HOMO ... -0.1463 Ha

Entry 8:
DFT (the ωB97M-V functional and the def2-TZVPD basis) results for the ion C16H11F4N2 with charge +1 at a distorted geometry.

Geometry as XYZ:
```
33
Properties=species:S:1:pos:R:3
F -2.835 2.752 2.260
C -2.748 1.375 2.333
C -3.870 0.666 2.747
C -3.716 -0.720 2.852
F -4.830 -1.491 3.100
C -2.485 -1.349 2.708
C -1.356 -0.574 2.406
C -0.045 -1.338 2.446
C 1.262 -0.585 2.634
C 2.450 -1.308 2.489
C 3.670 -0.642 2.594
F 4.828 -1.365 2.423
C 3.771 0.722 2.847
C 2.570 1.386 3.060
F 2.612 2.743 3.286
C 1.327 0.755 3.030
N -0.021 -2.155 1.266
C 0.555 -3.413 1.161
C 0.405 -3.818 -0.114
N -0.245 -2.787 -0.790
C -0.483 -1.787 0.067
C -1.516 0.767 2.062
H -4.812 1.154 2.981
H -2.394 -2.434 2.813
H -0.120 -2.006 3.321
H 2.440 -2.374 2.276
H 4.734 1.232 2.879
H 0.425 1.317 3.263
H 0.997 -3.903 2.011
H 0.677 -4.742 -0.579
H -0.521 -2.780 -1.761
H -1.012 -0.871 -0.156
H -0.708 1.344 1.607
```

Properties
Total charge ... +1
Relative energy (zero: lowest compared OMol25 entry of this formula, charge and spin) ... 0.00 kJ/mol
Spin multiplicity ... 1
HOMO ... -0.4650 Ha

Copy entry 5 word for word.
DFT (the ωB97M-V functional and the def2-TZVPD basis) results for a cluster of 2 separate species, C4H4O2 in total at a distorted geometry.

Geometry as XYZ:
```
10
Properties=species:S:1:pos:R:3
C 1.961 -0.280 -0.097
C 2.055 0.818 0.677
C -1.582 -0.631 -0.728
C -1.249 0.131 0.309
O 2.320 -1.407 -0.268
O 1.945 1.997 0.864
H -0.758 -1.114 -1.198
H -2.468 -0.421 -1.129
H -1.853 0.995 0.803
H -0.370 -0.087 0.766
```

Properties
Relative energy (zero: lowest compared OMol25 entry of this formula, charge and spin) ... 97.34 kJ/mol
Spin multiplicity ... 3
HOMO (spin up / spin down) ... -0.3367 / -0.3789 Ha
Expectation value of S² ... 2.017

> Which value of spin multiplicity does entry 4 give?

1

> Which formula does entry 6 have?

C4H10N4O4S2